P) C4H10N3S | the ωB97M-V functional and the def2-TZVPD basis

**Frontier orbital gap (spin up / spin down)**: 7.2 / 7.9 eV
**Total charge**: +1

CARTESIAN COORDINATES (ANGSTROEM)
H  -1.93254  2.91581  0.56849
N  1.94717  1.15269  -0.18832
N  1.26370  -1.11749  -0.11646
H  -1.41512  2.47482  -1.08970
H  0.46858  -3.00987  0.22612
S  -1.94550  -0.29131  -0.28344
H  -0.87304  -1.40012  1.57734
C  1.08513  0.17842  -0.21569
N  -1.01109  0.88106  0.31615
H  1.56277  2.08248  -0.30291
C  0.09717  -2.07690  -0.21933
H  2.07335  -1.48249  0.24666
H  3.01352  1.03917  -0.37687
H  -0.05139  -2.16436  -1.38474
C  -1.18039  -1.63821  0.62263
H  -1.87542  -2.61088  0.57456
H  -0.13301  2.80661  0.06758
C  -1.09390  2.26060  -0.02208



Q) C4H10N3S | the ωB97M-V functional and the def2-TZVPD basis

**Frontier orbital gap**: 10.0 eV
**Total charge**: +1
**Structure (SMILES)**: C[N@@H+]1CC=N[C@H]1SN

CARTESIAN COORDINATES (ANGSTROEM)
H  2.26764  -0.32563  0.17668
H  0.80005  2.49985  2.01665
H  1.40632  -1.41533  -0.86377
H  -2.93813  0.01816  -1.60488
H  -0.78226  2.48924  1.63253
H  1.43242  -1.61572  0.90475
H  0.99635  0.97090  -2.03612
H  -1.86937  -1.07621  0.42970
N  0.12438  2.14369  1.34199
S  0.29835  2.63650  -0.29813
H  -0.78281  -1.70725  -0.98699
C  -1.18750  -0.91716  -0.42404
N  0.09151  -0.15979  -0.19693
C  0.17339  0.90670  -1.23431
H  -0.01745  0.59214  0.62458
N  -1.10072  0.90335  -1.91408
C  -1.88695  0.11692  -1.32526
C  1.34182  -0.88884  0.05025



Of all the structures shown, which is most stable? Q), and P) is the least stable.